138
Properties=species:S:1:pos:R:3 method="wB97M-V/def2-TZVPD" molar_mass_g_mol=2078.10 e_homo_ev=-11.5 charge=+1 spin_multiplicity=1
C 2.756 6.382 -1.160
C 1.839 5.476 -1.485
C 1.677 4.347 -0.463
N 1.199 3.094 -1.061
C 0.592 2.273 -0.092
N 1.360 1.650 0.911
I 1.301 2.634 2.733
P 1.438 -0.054 0.997
O 0.920 -0.464 2.289
O 2.950 -0.642 0.960
O 0.616 -0.881 -0.128
N -0.681 2.229 -0.126
C -1.493 1.503 0.859
C -2.414 0.388 0.271
C -3.779 0.458 1.014
S -3.470 0.132 2.809
C -1.401 2.986 -1.183
C -1.501 4.498 -0.761
C -2.766 5.150 -1.419
C -4.059 4.923 -0.659
O -4.522 5.697 0.057
O -4.744 3.778 -0.855
C 2.174 2.445 -1.933
I 1.309 0.820 -3.106
C 3.527 2.064 -1.291
C 4.602 1.717 -2.381
H 3.130 6.420 -0.135
H 3.139 7.130 -1.843
H 1.308 5.540 -2.428
H 0.878 4.684 0.227
H 2.579 4.262 0.153
H 3.060 -1.138 0.134
H -0.010 -0.336 -0.621
H -2.165 2.255 1.310
H -0.933 1.070 1.692
H -2.559 0.504 -0.815
H -1.979 -0.602 0.448
H -4.388 -0.375 0.647
H -4.274 1.419 0.889
H -2.681 1.135 3.270
H -0.951 2.855 -2.168
H -2.442 2.645 -1.280
H -1.682 4.529 0.320
H -0.641 5.076 -1.103
H -2.635 6.233 -1.471
H -2.935 4.774 -2.440
H -5.333 3.622 -0.100
H 2.431 3.187 -2.702
H 3.968 2.883 -0.709
H 3.483 1.196 -0.627
H 5.249 0.896 -2.047
H 4.160 1.429 -3.336
H 5.264 2.588 -2.487
C 0.197 0.839 6.595
Cl 0.426 1.136 4.852
Cl 0.163 -0.890 6.952
H 1.019 1.295 7.136
H -0.743 1.281 6.907
C -0.387 -3.382 2.978
Cl -1.735 -4.247 3.733
Cl -0.159 -3.888 1.297
H -0.597 -2.318 2.999
H 0.520 -3.590 3.534
C -0.979 6.683 2.181
Cl -0.779 6.990 0.456
Cl -0.960 4.940 2.525
H -0.166 7.155 2.720
H -1.928 7.095 2.506
C -1.495 -7.659 5.393
Cl -3.225 -8.030 5.327
Cl -0.836 -7.944 7.006
H -0.975 -8.293 4.683
H -1.350 -6.616 5.134
C 3.482 -0.669 -6.506
Cl 4.308 -0.735 -4.944
Cl 3.492 0.967 -7.173
H 3.987 -1.334 -7.197
H 2.454 -0.987 -6.371
C 6.217 -3.289 -2.761
Cl 5.283 -4.118 -4.008
Cl 5.140 -2.567 -1.547
H 6.873 -4.001 -2.272
H 6.802 -2.502 -3.223
C -6.774 0.826 -1.725
Cl -7.081 1.920 -0.367
Cl -5.426 1.391 -2.718
H -6.535 -0.153 -1.336
H -7.665 0.774 -2.339
C -0.533 9.033 -2.125
Cl 0.724 7.861 -1.662
Cl -1.999 8.817 -1.159
H -0.155 10.038 -1.968
H -0.778 8.890 -3.172
C -3.676 -4.488 0.269
Cl -5.111 -3.552 -0.168
Cl -2.547 -4.615 -1.081
H -3.177 -3.999 1.099
H -3.987 -5.486 0.559
C -4.050 -5.487 7.754
Cl -3.202 -5.417 9.302
Cl -4.133 -3.893 6.989
H -3.520 -6.164 7.093
H -5.059 -5.847 7.922
C 9.031 -2.407 0.008
Cl 9.326 -2.018 -1.696
Cl 8.987 -4.156 0.274
H 9.827 -1.980 0.607
H 8.080 -1.985 0.300
C -1.292 10.962 1.024
Cl -0.441 9.934 2.189
Cl -2.113 12.301 1.825
H -0.570 11.361 0.321
H -2.027 10.360 0.500
C 5.426 -1.786 2.774
Cl 6.369 -2.934 1.813
Cl 6.455 -0.526 3.468
H 4.685 -1.320 2.134
H 4.936 -2.322 3.578
C -6.138 -6.251 -3.235
Cl -6.095 -4.517 -3.575
Cl -6.164 -6.575 -1.495
H -7.030 -6.673 -3.682
H -5.255 -6.713 -3.662
C -4.260 -9.977 -0.932
Cl -3.369 -11.122 -1.936
Cl -3.214 -8.678 -0.345
H -5.058 -9.541 -1.523
H -4.674 -10.505 -0.081
C 10.472 1.727 -2.159
Cl 8.717 1.924 -2.260
Cl 11.200 2.943 -1.105
H 10.690 0.742 -1.761
H 10.893 1.826 -3.153
C -5.298 -12.057 -5.182
Cl -6.266 -12.954 -6.354
Cl -6.308 -11.341 -3.920
H -4.590 -12.735 -4.719
H -4.769 -11.264 -5.698

109
Properties=species:S:1:pos:R:3 method="wB97M-V/def2-TZVPD" molar_mass_g_mol=757.02 e_homo_ev=-9.4 charge=0 spin_multiplicity=1
C 3.646 2.350 -1.484
C 3.918 2.908 -2.880
O 5.276 3.518 -2.717
S 5.665 4.674 -3.885
C 5.665 3.394 -5.315
O 4.564 5.595 -4.104
O 7.002 5.192 -3.583
H 2.763 1.711 -1.527
H 3.408 3.086 -0.716
H 4.382 1.596 -1.206
H 3.919 2.255 -3.752
H 3.193 3.720 -2.945
H 5.965 2.444 -4.873
H 6.366 3.789 -6.050
H 4.663 3.350 -5.740
C 0.818 1.487 5.264
C 1.736 2.038 6.408
O 1.716 1.198 7.531
S 2.302 1.924 8.989
C 3.036 0.486 9.920
O 3.379 2.855 8.698
O 1.090 2.373 9.711
H 0.725 2.018 4.317
H -0.204 1.391 5.631
H 1.196 0.510 4.962
H 2.742 1.847 6.033
H 1.627 3.118 6.514
H 3.948 0.115 9.453
H 2.219 -0.224 10.051
H 3.383 0.720 10.927
C -3.801 -1.550 -2.240
C -3.960 -3.082 -2.143
O -5.076 -3.494 -2.899
S -4.879 -4.230 -4.319
C -4.058 -5.887 -3.884
O -6.178 -4.394 -4.957
O -3.780 -3.551 -4.960
H -3.746 -1.054 -3.209
H -2.886 -1.359 -1.678
H -4.667 -1.146 -1.717
H -3.034 -3.599 -2.394
H -4.195 -3.307 -1.103
H -3.325 -5.778 -3.086
H -3.821 -6.294 -4.867
H -4.857 -6.555 -3.561
F -0.829 -3.073 -2.784
C -0.056 -2.186 -3.488
C -0.513 -1.999 -4.774
C 0.139 -1.062 -5.602
C 1.217 -0.316 -5.107
C 1.731 -0.602 -3.830
C 1.037 -1.513 -2.995
H -1.330 -2.542 -5.226
H -0.159 -0.885 -6.625
H 1.759 0.288 -5.820
H 2.616 -0.100 -3.470
H 1.411 -1.776 -2.016
C 3.941 -0.342 1.751
C 5.280 -1.160 1.495
C 6.189 -0.099 1.060
O 5.877 1.062 1.789
C 4.525 0.991 2.341
H 3.212 -0.891 2.347
H 3.524 -0.115 0.770
H 5.248 -1.911 0.706
H 5.685 -1.623 2.394
H 6.046 0.097 -0.003
H 7.197 -0.475 1.237
H 3.936 1.864 2.060
H 4.798 0.918 3.394
C -5.157 -1.778 2.771
C -5.890 -3.152 2.707
C -6.993 -2.907 1.679
O -6.902 -1.474 1.502
C -6.316 -0.875 2.649
H -4.398 -1.709 1.991
H -4.617 -1.637 3.707
H -6.191 -3.367 3.732
H -5.150 -3.931 2.523
H -7.996 -3.199 1.990
H -6.700 -3.392 0.748
H -7.067 -0.848 3.439
H -6.006 0.143 2.415
C -3.077 3.150 -3.207
C -2.520 1.809 -3.258
C -1.099 2.028 -2.799
O -1.159 2.968 -1.746
C -2.384 3.858 -2.003
H -4.134 2.955 -3.026
H -2.923 3.817 -4.055
H -2.697 1.547 -4.301
H -3.089 1.184 -2.570
H -0.553 2.456 -3.639
H -0.608 1.091 -2.536
H -1.947 4.807 -2.313
H -3.052 4.045 -1.162
C -0.658 -0.460 0.516
C -0.938 -0.947 1.888
C 0.396 -1.053 2.515
O 1.078 0.111 2.031
C 0.573 0.472 0.751
H -1.475 0.151 0.131
H -0.529 -1.190 -0.282
H -1.516 -1.869 1.944
H -1.586 -0.216 2.371
H 1.065 -1.875 2.264
H 0.397 -1.169 3.599
H 1.411 0.301 0.075
H 0.081 1.445 0.740

109
Properties=species:S:1:pos:R:3 method="wB97M-V/def2-TZVPD" molar_mass_g_mol=757.02 e_homo_ev=-9.6 charge=0 spin_multiplicity=1
C 4.984 5.090 -0.155
C 4.159 5.378 -1.408
O 4.335 6.763 -1.723
S 3.258 7.846 -1.196
C 2.282 8.130 -2.732
O 2.457 7.179 -0.187
O 3.937 9.095 -1.010
H 4.710 5.745 0.670
H 6.055 5.231 -0.319
H 4.926 4.012 0.034
H 4.655 4.751 -2.152
H 3.135 5.040 -1.265
H 1.534 8.879 -2.489
H 1.900 7.204 -3.150
H 3.020 8.569 -3.400
C 2.121 -3.991 1.398
C 3.259 -4.294 0.435
O 4.478 -4.121 1.187
S 5.805 -3.797 0.296
C 5.518 -2.027 -0.046
O 6.918 -3.989 1.182
O 5.732 -4.544 -0.944
H 1.169 -3.800 0.909
H 2.409 -3.118 1.989
H 2.020 -4.784 2.141
H 3.267 -5.300 0.019
H 3.222 -3.578 -0.388
H 6.401 -1.550 -0.455
H 5.155 -1.552 0.859
H 4.740 -2.122 -0.802
C -1.212 -0.966 1.206
C 0.178 -0.365 1.502
O 0.427 0.781 0.680
S 0.930 0.591 -0.861
C 1.257 2.324 -1.294
O 2.164 -0.142 -0.829
O -0.177 0.154 -1.673
H -1.888 -0.203 1.607
H -1.483 -1.952 1.568
H -1.375 -0.947 0.127
H 0.281 -0.170 2.565
H 0.846 -1.207 1.293
H 1.724 2.797 -0.428
H 0.293 2.807 -1.436
H 1.905 2.415 -2.160
F -6.630 -4.982 1.093
C -5.399 -4.896 1.594
C -5.219 -4.985 2.973
C -3.940 -4.760 3.470
C -2.878 -4.372 2.687
C -3.071 -4.360 1.307
C -4.323 -4.591 0.752
H -6.038 -5.091 3.668
H -3.870 -4.757 4.553
H -1.877 -4.294 3.089
H -2.251 -4.050 0.671
H -4.586 -4.550 -0.295
C 1.525 3.230 4.034
C 0.413 4.263 3.819
C 0.067 3.962 2.350
O 1.337 3.821 1.769
C 2.261 3.234 2.648
H 1.052 2.285 4.311
H 2.149 3.533 4.876
H 0.858 5.259 3.902
H -0.425 4.287 4.515
H -0.425 4.827 1.904
H -0.592 3.096 2.245
H 3.201 3.779 2.710
H 2.448 2.171 2.462
C 2.478 -2.828 -3.176
C 0.981 -2.968 -2.997
C 0.957 -4.332 -2.323
O 1.934 -5.095 -3.051
C 2.942 -4.224 -3.616
H 3.037 -2.570 -2.276
H 2.723 -2.113 -3.968
H 0.529 -3.129 -3.975
H 0.601 -2.150 -2.392
H -0.001 -4.821 -2.519
H 1.145 -4.375 -1.250
H 2.907 -4.330 -4.701
H 3.906 -4.487 -3.182
C -4.925 2.455 0.778
C -3.784 2.406 1.760
C -4.476 2.151 3.103
O -5.847 2.537 2.900
C -6.041 3.088 1.598
H -5.256 1.475 0.423
H -4.728 2.973 -0.165
H -3.233 3.346 1.745
H -3.194 1.548 1.432
H -4.099 2.840 3.859
H -4.369 1.099 3.364
H -6.043 4.182 1.515
H -7.041 2.805 1.262
C -2.532 -2.321 -2.781
C -3.823 -2.070 -2.033
C -4.890 -2.090 -3.155
O -4.217 -1.914 -4.423
C -2.941 -2.522 -4.241
H -1.973 -3.157 -2.359
H -1.833 -1.485 -2.843
H -3.811 -1.188 -1.397
H -4.042 -2.940 -1.419
H -5.627 -1.295 -3.068
H -5.375 -3.065 -3.239
H -2.210 -2.168 -4.969
H -3.050 -3.590 -4.491